Entry 1:
Here is one molecule with the formula C4H5NOS2 in a non-equilibrium geometry from OMol25. Energies are from ωB97M-V/def2-TZVPD.

Values from the calculation:
Orbital gap (spin up / spin down), eV: 6.6 / 6.6
Molecular weight, g/mol: 147.22
Energy relative to the best compared isomer or geometry (same formula, charge and spin), kJ/mol: 563.3
Max |F|, hartree/bohr: 0.060
SMILES: CS(=O)#C/C=N\C=S

Element x y z (Å)
1 H -0.2604 -2.6178 1.1290
2 C 1.7426 1.1630 0.3183
3 N -1.9834 -1.9735 0.2332
4 H -3.6636 -1.3304 -0.3875
5 C 0.2860 -1.1314 -0.0241
6 S 1.9423 -0.6380 -0.0256
7 C -2.6393 -1.0523 -0.4572
8 H 2.6808 1.4829 0.7197
9 H 1.7058 1.8931 -0.6364
10 O 2.4734 -0.7934 -1.3821
11 C -0.6744 -1.9009 0.4332
12 S -2.1699 0.5907 -0.8394
13 H 0.9403 1.2289 1.0160

Löwdin population analysis, charges in e, atoms 1 to 6: 0.134 -0.219 -0.046 0.041 -0.119 0.876


Entry 2:
Here is one molecule with the formula C4H5NOS2 in a non-equilibrium geometry from OMol25. Energies are from ωB97M-V/def2-TZVPD.

Values from the calculation:
Orbital gap, eV: 9.3
Molecular weight, g/mol: 147.22
Energy relative to the best compared isomer or geometry (same formula, charge and spin), kJ/mol: 185.0
Max |F|, hartree/bohr: 0.027
SMILES: S[C@@H]1[C@H]2OC=NS[C@@H]12

Element x y z (Å)
1 N -2.4171 -0.0639 -0.2059
2 H -2.7656 1.9272 -0.3313
3 H 0.7299 1.3443 1.3690
4 C -2.0189 1.1333 -0.1712
5 O -0.7864 1.6543 0.0139
6 C 0.2469 0.8509 0.5238
7 H 0.5580 -1.1250 1.4278
8 H 2.8981 -0.1050 1.1219
9 C 0.1392 -0.6463 0.5516
10 S 2.8822 -0.0636 -0.2111
11 H 0.8259 0.0356 -1.4002
12 C 1.0998 0.0343 -0.3888
13 S -1.3720 -1.3800 -0.0358

Löwdin population analysis, charges in e, atoms 1 to 6: -0.287 0.138 0.157 -0.310 -0.006 -0.304


What did the first record say?
Here is one molecule with the formula C4H5NOS2 in a non-equilibrium geometry from OMol25. Energies are from ωB97M-V/def2-TZVPD.

Values from the calculation:
Orbital gap (spin up / spin down), eV: 6.6 / 6.6
Molecular weight, g/mol: 147.22
Energy relative to the best compared isomer or geometry (same formula, charge and spin), kJ/mol: 563.3
Max |F|, hartree/bohr: 0.060
SMILES: CS(=O)#C/C=N\C=S

Element x y z (Å)
1 H -0.2604 -2.6178 1.1290
2 C 1.7426 1.1630 0.3183
3 N -1.9834 -1.9735 0.2332
4 H -3.6636 -1.3304 -0.3875
5 C 0.2860 -1.1314 -0.0241
6 S 1.9423 -0.6380 -0.0256
7 C -2.6393 -1.0523 -0.4572
8 H 2.6808 1.4829 0.7197
9 H 1.7058 1.8931 -0.6364
10 O 2.4734 -0.7934 -1.3821
11 C -0.6744 -1.9009 0.4332
12 S -2.1699 0.5907 -0.8394
13 H 0.9403 1.2289 1.0160

Löwdin population analysis, charges in e, atoms 1 to 6: 0.134 -0.219 -0.046 0.041 -0.119 0.876


> Among the records above, which one has the highest max |F|?

number 1